[1]
33
Properties=species:S:1:pos:R:3 method="wB97M-V/def2-TZVPD" molar_mass_g_mol=198.165 charge=0 e_lumo_ev=-0.28 de_lowest_kj_mol=751.0 orbital_gap_ev=6.8
H 1.027 -0.400 -0.158
H -0.329 0.098 0.312
H -3.975 0.129 1.707
H -3.693 -1.274 1.197
H -3.398 2.894 0.382
H -3.772 3.196 -1.060
H 1.806 -4.418 1.913
H 2.060 -3.499 0.729
H 1.261 0.595 1.997
H 1.621 1.521 3.147
H 0.997 4.142 -0.757
H 0.143 5.353 -0.419
H -2.654 1.307 -0.102
H -1.829 0.533 -1.118
H -1.484 -3.347 -0.198
H -1.912 -1.921 -0.506
H 4.199 -0.712 -2.614
H 5.148 -0.438 -1.459
H -3.325 -2.092 -2.374
H -3.273 -3.578 -2.061
H 5.096 0.851 0.392
H 6.392 0.891 1.184
O 0.297 -0.625 0.429
O -4.213 -0.793 1.850
O -3.921 3.498 -0.157
O 2.170 -4.412 1.020
O 1.480 1.513 2.194
O 0.125 4.522 -0.908
O -1.759 0.990 -0.272
O -1.668 -2.751 -0.932
O 4.446 -0.030 -1.978
O -3.108 -2.713 -1.670
O 6.047 0.972 0.288

[2]
33
Properties=species:S:1:pos:R:3 method="wB97M-V/def2-TZVPD" smiles=O.O.O.O.O.O.O.O.O.O.O molar_mass_g_mol=198.165 charge=0 e_lumo_ev=-0.41 de_lowest_kj_mol=558.9 orbital_gap_ev=10.0
O -3.373 3.615 0.266
H -2.448 3.999 0.310
H -3.395 2.784 0.645
O -0.270 -3.433 1.111
H -0.299 -4.231 0.580
H -0.898 -2.791 0.758
O -0.890 2.210 1.017
H -0.626 3.224 0.606
H -0.686 1.866 0.076
O 2.948 1.429 0.612
H 3.219 0.507 1.020
H 3.122 1.384 -0.412
O 1.241 3.626 0.275
H 1.744 3.938 1.047
H 1.826 2.920 0.052
O -0.055 -0.524 -4.135
H 0.879 -0.129 -4.055
H -0.235 -1.578 -4.112
O -1.201 0.588 -1.394
H -1.585 -0.282 -1.188
H -1.939 0.723 -2.178
O 2.958 0.438 4.010
H 3.312 0.229 3.081
H 2.046 0.120 3.688
O -1.651 -0.602 1.991
H -1.774 -0.393 2.996
H -1.386 0.143 1.518
O -2.714 -2.163 -2.704
H -2.128 -2.113 -3.443
H -2.927 -3.068 -2.405
O 2.530 -4.162 -0.126
H 2.278 -3.387 0.032
H 2.377 -4.886 0.459

[3]
35
Properties=species:S:1:pos:R:3 method="wB97M-V/def2-TZVPD" molar_mass_g_mol=215.172 charge=-1 e_lumo_ev=2.59 de_lowest_kj_mol=275.3 orbital_gap_ev=9.0
O 0.545 -0.142 3.625
H 0.347 -0.260 2.663
H 0.897 5.107 -1.101
O -1.831 -3.235 0.322
H -2.114 -4.094 0.652
H -1.627 -2.770 1.148
O 1.494 -2.702 -2.639
H 2.214 -2.615 -2.001
O 1.737 4.878 -0.673
H -1.073 -2.224 -3.534
H 1.287 4.621 0.158
O 3.518 -0.238 1.196
H 3.176 -1.042 1.626
H 2.050 2.713 -2.079
O -0.793 3.874 0.865
H -0.717 3.382 0.025
H 0.637 -2.766 -2.205
O -0.584 -2.036 -4.353
H 0.279 -2.443 -4.086
H -0.466 3.195 1.467
O 0.083 -2.534 2.851
H 0.329 -2.173 1.981
H -0.442 -1.787 3.161
O -4.208 -0.451 -0.365
H -3.711 -1.274 -0.433
H -3.520 0.243 -0.412
O 0.602 -0.171 0.980
H 0.004 0.619 3.864
H -0.687 0.497 0.653
O -1.273 1.105 0.039
H 0.961 -0.576 0.183
H -2.135 1.309 0.409
O 1.467 2.208 -2.651
H 2.693 0.119 0.807
H 0.860 1.662 -2.145

[4]
35
Properties=species:S:1:pos:R:3 method="wB97M-V/def2-TZVPD" molar_mass_g_mol=215.172 charge=-1 e_lumo_ev=2.57 de_lowest_kj_mol=359.7 orbital_gap_ev=8.7
O 3.272 -2.425 1.246
H 2.598 -1.740 1.539
H -3.185 -3.269 -2.132
O 1.203 1.189 -1.651
H 1.310 0.362 -0.735
H 1.682 0.737 -2.348
O -0.819 2.786 2.431
H -1.361 3.543 2.710
O -2.245 -3.141 -2.404
H 4.908 0.578 1.382
H -2.361 -2.859 -3.317
O 1.405 -0.258 0.280
H -2.975 -0.427 2.173
H -2.187 3.889 0.311
O -0.977 -1.049 1.022
H -1.424 -1.596 0.359
H -0.915 2.904 1.473
O 4.527 1.411 1.708
H 3.602 1.253 1.495
H -0.261 -0.382 0.612
O 0.672 3.190 -0.274
H 1.134 2.683 -1.022
H 0.393 2.437 0.253
O -1.833 -0.316 -3.564
H -1.305 0.326 -4.041
H -2.239 -0.060 -2.737
O -3.662 -0.865 2.724
H 2.510 -3.062 1.121
H 0.883 -4.402 -0.703
O 1.437 -4.115 0.032
H -3.408 -1.775 2.905
H 1.362 -3.159 -0.163
O -2.202 3.961 -0.644
H 1.909 0.202 0.971
H -1.447 3.449 -1.012

[5]
38
Properties=species:S:1:pos:R:3 method="wB97M-V/def2-TZVPD" molar_mass_g_mol=303.983 charge=0 e_lumo_ev=-0.48 de_lowest_kj_mol=69.0 orbital_gap_ev=9.6
He -1.456 -4.009 -0.267
Kr -0.399 -0.609 -0.485
O 3.172 -0.735 -0.440
H 2.758 0.034 -0.830
H 4.104 -0.521 -0.418
O 1.563 2.690 2.146
H 1.311 2.240 2.953
H 1.512 2.016 1.469
O 2.506 -1.257 2.321
H 2.992 -0.618 2.841
H 2.798 -1.107 1.422
O -0.387 1.189 -3.294
H -0.818 2.018 -3.090
H -1.094 0.543 -3.293
O -4.336 -0.510 -0.120
H -4.800 0.321 -0.220
H -4.434 -0.943 -0.968
O 1.921 1.554 -1.725
H 1.239 1.299 -2.347
H 2.485 2.149 -2.218
O 0.372 3.368 -0.332
H 0.520 3.171 0.593
H 1.014 2.831 -0.797
O -2.301 0.988 1.568
H -2.126 1.867 1.904
H -2.357 1.100 0.619
O 0.886 -3.824 -2.068
H 1.492 -3.085 -2.108
H 0.111 -3.524 -2.542
O 1.111 -3.971 1.830
H 1.446 -3.084 1.955
H 0.160 -3.869 1.815
O -1.080 -1.549 2.525
H -1.782 -2.197 2.589
H -1.525 -0.737 2.283
O -2.406 2.368 -0.782
H -1.461 2.461 -0.905
H -2.711 1.941 -1.582

[6]
37
Properties=species:S:1:pos:R:3 method="wB97M-V/def2-TZVPD" molar_mass_g_mol=220.183 charge=0 e_lumo_ev=-0.13 de_lowest_kj_mol=82.9 orbital_gap_ev=10.3
He -4.336 15.714 16.081
O -4.340 13.207 18.619
H -4.808 14.040 18.677
H -3.416 13.453 18.577
O -6.692 14.663 14.535
H -7.135 14.159 15.218
H -5.813 14.287 14.491
O -5.360 11.578 16.677
H -6.050 12.178 16.394
H -4.814 12.101 17.264
O -0.476 14.872 16.166
H -1.033 14.705 16.926
H 0.341 15.208 16.536
O -3.984 17.836 18.200
H -4.541 17.091 18.427
H -4.007 17.869 17.243
O -1.868 14.497 18.531
H -1.231 13.805 18.711
H -2.050 14.885 19.387
O -1.271 17.694 15.582
H -1.007 16.775 15.625
H -1.276 17.986 16.494
O -4.157 13.898 13.834
H -4.570 14.375 13.114
H -3.315 14.337 13.961
O -7.203 16.740 16.902
H -6.510 16.599 16.256
H -7.924 16.185 16.604
O -5.652 15.637 18.735
H -6.341 15.944 18.146
H -6.007 15.775 19.613
O -5.132 17.629 12.753
H -4.785 17.520 13.639
H -5.156 18.577 12.621
O -3.877 18.161 15.628
H -3.836 19.091 15.404
H -2.975 17.854 15.544